C5H10N2O as an isolated structure at a distorted geometry, computed with ωB97M-V/def2-TZVPD.

Values from the calculation:
frontier orbital gap = 9.099 eV
energy relative to the best compared isomer or geometry (same formula, charge and spin) = 273.1 kcal/mol

CARTESIAN COORDINATES (ANGSTROEM)
C1 -0.335 -0.132 -0.530
C2 1.094 0.367 -0.703
C3 0.159 0.530 1.580
C4 -0.310 -0.653 0.690
C5 -1.031 -1.486 -0.705
H1 -0.999 1.685 0.334
H2 -0.660 1.536 -1.790
H3 1.302 0.930 -1.808
H4 1.747 -0.584 -1.335
H5 2.153 1.673 0.936
H6 -0.598 1.150 1.908
H7 0.683 0.168 2.419
H8 0.412 -1.586 0.705
H9 -0.152 -2.331 -0.605
H10 -1.765 -1.624 -1.687
N1 -1.277 0.924 -0.633
N2 1.115 0.955 0.528
O1 -1.539 -1.521 0.695

A 2-piece molecular cluster, C2H10N4S overall at a distorted geometry, computed with ωB97M-V/def2-TZVPD.

Values from the calculation:
frontier orbital gap (alpha / beta) = 7.917 / 6.208 eV
energy relative to the best compared isomer or geometry (same formula, charge and spin) = 89.3 kcal/mol
net charge = +2

CARTESIAN COORDINATES (ANGSTROEM)
C1 -0.855 -0.412 -0.209
C2 0.978 0.859 -1.050
N1 0.289 -1.379 1.154
N2 -0.320 0.767 -0.336
N3 1.343 -1.933 0.690
N4 -0.776 1.841 0.243
S1 -2.509 -0.581 0.461
H1 -0.486 -1.081 -0.866
H2 0.987 1.890 -1.369
H3 1.986 0.705 -0.615
H4 0.831 0.289 -1.948
H5 0.455 -1.012 2.127
H6 2.229 -2.043 1.345
H7 1.252 -2.678 -0.041
H8 -0.345 2.776 0.011
H9 -1.726 1.827 0.657
H10 -2.571 -1.844 0.235

C19H29AlF7N4O3P as an isolated structure at a distorted geometry, computed with ωB97M-V/def2-TZVPD.

Values from the calculation:
frontier orbital gap = 6.163 eV

CARTESIAN COORDINATES (ANGSTROEM)
C1 0.203 -3.003 0.599
O1 -0.602 -2.061 -0.095
C2 -0.005 -0.798 -0.236
C3 -0.676 0.258 0.632
C4 -2.040 0.270 0.829
C5 -2.961 -0.726 0.200
C6 -2.972 -0.656 -1.341
O2 -2.793 0.677 -1.789
C7 -4.333 -1.142 -1.888
F1 -4.149 -1.952 -2.939
F2 -5.027 -1.845 -0.961
F3 -5.111 -0.133 -2.281
C8 -2.602 1.295 1.641
C9 -4.073 1.437 1.907
C10 -4.628 0.295 2.799
O3 -3.590 -0.560 3.264
N1 -1.862 2.202 2.217
N2 -0.556 2.162 2.018
P1 0.263 3.505 2.932
N3 -0.441 3.830 4.258
C11 0.084 1.272 1.254
C12 1.572 1.391 1.084
C13 2.404 0.719 2.224
C14 3.302 -0.389 1.676
C15 4.102 0.024 0.426
N4 3.655 -0.733 -0.722
C16 3.789 -2.081 -0.915
C17 3.191 -2.392 -2.102
C18 2.670 -1.198 -2.650
C19 2.989 -0.201 -1.791
H1 1.202 -3.055 0.163
H2 0.245 -2.776 1.668
H3 -0.273 -3.972 0.480
H4 1.054 -0.875 -0.017
H5 -0.100 -0.492 -1.282
H6 -2.672 -1.723 0.517
H7 -3.972 -0.565 0.541
H8 -2.201 -1.295 -1.767
H9 -1.890 0.784 -2.103
H10 -4.592 1.474 0.950
H11 -4.205 2.401 2.390
H12 -5.325 -0.312 2.227
H13 -5.159 0.737 3.638
H14 -3.409 -0.360 4.186
H15 1.521 2.939 3.091
H16 0.312 4.517 1.963
H17 -0.840 4.758 4.306
H18 1.863 2.427 0.916
H19 1.795 0.894 0.147
H20 2.996 1.481 2.732
H21 1.737 0.315 2.988
H22 2.690 -1.258 1.447
H23 3.982 -0.716 2.463
H24 5.171 -0.116 0.577
H25 3.963 1.074 0.183
H26 4.300 -2.687 -0.187
H27 3.135 -3.381 -2.522
H28 2.161 -1.084 -3.596
H29 2.788 0.854 -1.885
F4 1.841 0.213 -8.298
Al1 2.789 0.112 -6.914
F5 3.500 1.604 -6.575
F6 3.980 -1.063 -7.098
F7 1.811 -0.320 -5.583

no.,DFT total energy (Eh)
1,-380.85030
2,-698.57197
3,-2469.15676